1.
C49H52Ge2N3SSbTi | the ωB97M-V functional and the def2-TZVPD basis

Atoms and positions in Å:
Ti  -2.29343  -1.07432  0.86382
C  -4.26367  -2.68636  4.48323
C  -3.99037  -4.04001  4.41881
C  -3.34942  -4.55067  3.29470
C  -2.99927  -3.69014  2.27886
N  -3.24880  -2.35982  2.34813
C  -3.86872  -1.87664  3.43117
C  -2.37412  -4.11572  1.00066
C  -2.18067  -5.41881  0.55845
C  -1.69065  -5.60469  -0.72394
C  -1.45877  -4.51053  -1.56041
C  -1.69370  -3.24839  -1.05272
N  -2.08237  -3.08568  0.21627
C  -1.74803  -1.97456  -1.83761
C  -1.13221  -1.93127  -3.17579
C  -1.70097  -0.06333  -4.12366
C  -2.51803  0.64353  -3.09353
C  -2.80657  0.20130  -1.86795
N  -2.44097  -1.03344  -1.25760
H  -4.76859  -2.25176  5.33346
H  -4.27397  -4.69818  5.22886
H  -3.12951  -5.60581  3.21984
H  -4.04084  -0.80899  3.44623
H  -2.42240  -6.26645  1.18252
H  -1.52474  -6.60700  -1.09499
H  -1.14125  -4.65954  -2.58134
H  -0.57205  -2.83916  -3.37816
H  -1.61753  0.51176  -5.04174
H  -2.93623  1.60640  -3.35839
H  -3.41825  0.80969  -1.21595
C  1.10676  -2.32622  4.19865
C  -0.12653  -2.32536  3.29100
Ge  0.16660  -1.22267  1.66026
C  1.21933  -2.26701  0.35005
C  1.40011  -3.74130  0.70462
C  1.31050  0.22596  2.25245
C  1.09150  1.44522  2.75057
Ge  -0.57814  2.44115  2.50468
C  -0.61955  3.47072  0.84050
C  0.50551  4.46162  0.54775
C  -1.30989  3.26176  4.11217
C  -1.65809  4.73737  3.91066
C  2.12849  2.16712  3.53844
C  3.14491  1.46277  4.19038
C  4.09909  2.12484  4.94316
C  4.04805  3.50550  5.08109
C  3.02632  4.21643  4.47153
C  2.07441  3.54789  3.71703
H  0.95961  -2.98966  5.05206
H  1.30791  -1.32710  4.58622
H  2.00268  -2.66350  3.67382
H  -0.98511  -1.93110  3.83836
H  -0.37112  -3.34519  2.98280
H  2.18790  -1.76699  0.27838
H  0.76312  -2.16794  -0.63929
H  1.93795  -3.86374  1.64505
H  1.97130  -4.26497  -0.06443
H  0.44441  -4.25938  0.81271
H  2.33025  -0.15709  2.33804
H  -1.59291  3.96513  0.79439
H  -0.62531  2.69103  0.07660
H  0.49905  5.30892  1.23425
H  0.38739  4.86474  -0.45955
H  1.48693  3.98954  0.60039
H  -0.56427  3.13747  4.89998
H  -2.19029  2.69026  4.40841
H  -0.78432  5.32341  3.62050
H  -2.04492  5.17030  4.83276
H  -2.41883  4.87132  3.14033
H  3.18021  0.38252  4.12720
H  4.87805  1.56018  5.43784
H  4.79026  4.02050  5.67562
H  2.96628  5.29044  4.58545
H  1.28603  4.13217  3.25741
S  -2.15436  0.87486  1.85456
Sb  0.47562  0.67256  -1.93096
C  0.17499  2.42186  -3.11198
C  -0.71684  3.40614  -2.69068
C  -0.96764  4.52116  -3.48114
C  -0.33308  4.65660  -4.70633
C  0.55290  3.67910  -5.13981
C  0.80775  2.56896  -4.34738
C  2.56061  0.43921  -2.29609
C  3.39286  1.55631  -2.31791
C  4.76686  1.40799  -2.45911
C  5.32323  0.14386  -2.57859
C  4.50464  -0.97686  -2.55220
C  3.13313  -0.82893  -2.40294
C  -0.35573  -0.60137  -3.54147
C  0.65012  -0.89026  -4.62574
C  0.44811  -1.55110  -5.76968
C  -0.79143  -2.16435  -6.24237
C  -1.95360  -2.17053  -5.59177
C  -2.19565  -1.53147  -4.26302
H  -1.22920  3.30914  -1.74078
H  -1.65614  5.28353  -3.13959
H  -0.52626  5.52387  -5.32358
H  1.04912  3.78284  -6.09582
H  1.51130  1.82335  -4.69689
H  2.97621  2.55252  -2.22990
H  5.40143  2.28427  -2.47899
H  6.39291  0.03104  -2.69371
H  4.93493  -1.96512  -2.65093
H  2.50979  -1.71761  -2.40009
H  1.65297  -0.52270  -4.45229
H  1.30088  -1.64882  -6.43111
H  -0.74710  -2.64946  -7.20934
H  -2.80873  -2.65515  -6.04661
H  -3.23006  -1.68390  -3.95728

The LUMO energy comes out at -7.01 eV. The charge is +2. For the HOMO-LUMO gap, the calculation gives 5.570 eV. As for the spin multiplicity: 1. The value obtained for the total energy is -7703.8769 a.u.

Mulliken atomic charge list, values in e, 99 entries:
1 Ti 0.059
2 C -0.880
3 C -0.667
4 C -0.661
5 C 0.601
6 N 0.479
7 C -0.300
8 C -0.057
9 C -0.536
10 C -1.398
11 C -0.598
12 C 0.003
13 N 0.646
14 C 0.679
15 C -0.009
16 C 0.022
17 C -1.541
18 C -0.524
19 N -0.263
20 H 0.464
21 H 0.493
22 H 0.463
23 H 0.511
24 H 0.481
25 H 0.473
26 H 0.571
27 H 0.503
28 H 0.710
29 H 0.464
30 H 0.607
31 C -1.369
32 C -0.432
33 Ge 1.538
34 C 0.690
35 C -1.184
36 C -0.971
37 C 0.720
38 Ge -0.196
39 C 1.070
40 C -1.347
41 C -0.315
42 C -1.156
43 C 0.687
44 C -0.539
45 C -0.909
46 C -0.496
47 C -1.124
48 C 0.143
49 H 0.440
50 H 0.294
51 H 0.268
52 H 0.289
53 H 0.269
54 H 0.731
55 H -0.790
56 H 0.338
57 H 0.394
58 H 0.134
59 H 0.618
60 H 0.638
61 H -1.260
62 H 0.384
63 H 0.358
64 H 0.300
65 H 0.435
66 H 0.560
67 H 0.260
68 H 0.416
69 H 0.322
70 H 0.279
71 H 0.426
72 H 0.415
73 H 0.441
74 H 0.142
75 S -0.690
76 Sb 0.711
77 C 1.049
78 C -0.908
79 C -0.931
80 C -0.713
81 C -0.915
82 C -0.324
83 C 0.880
84 C -0.960
85 C -0.654
86 C -0.658
87 C -0.830
88 C -0.231
89 C 1.454
90 C -1.392
91 C -0.704
92 C -0.623
93 C -1.501
94 C 0.233
95 H 0.768
96 H 0.481
97 H 0.417
98 H 0.468
99 H 0.346

---

2.
C49H55As2N2OPS2Ta | the ωB97M-V functional and the def2-TZVPD basis

Atoms and positions in Å:
Ta  0.87013  -0.33031  0.42792
O  0.04633  -0.88676  2.23227
N  0.74371  -1.17828  3.35286
C  0.08756  -1.79157  4.36320
C  0.74009  -2.02364  5.54359
C  2.06999  -1.60850  5.68020
C  2.70485  -0.97336  4.63740
C  2.01417  -0.74740  3.44519
S  2.69982  -0.00026  2.05085
H  -0.93871  -2.05566  4.15374
H  0.21877  -2.51720  6.34863
H  2.59914  -1.78341  6.60537
H  3.72843  -0.63781  4.71704
C  -1.39533  -1.01649  -2.84273
C  -2.50888  -0.76617  -1.84601
As  -1.88944  -1.08383  -0.00401
C  -3.22457  -0.20019  1.08188
C  -4.51977  -0.06899  0.57945
C  -5.49653  0.55334  1.34086
C  -5.19237  1.04290  2.60257
C  -3.90999  0.90554  3.10978
C  -2.92536  0.28670  2.35130
C  -2.36221  -2.95346  0.24262
C  -3.17998  -3.31068  1.31277
C  -3.55147  -4.63782  1.48761
C  -3.12562  -5.60460  0.59074
C  -2.31467  -5.25029  -0.47862
C  -1.92332  -3.93300  -0.64647
As  0.33734  -0.19765  -2.42036
C  1.40854  -1.25425  -3.64367
C  1.36717  -2.64436  -3.53251
C  2.01802  -3.43888  -4.46241
C  2.72063  -2.85080  -5.50395
C  2.76266  -1.47167  -5.61867
C  2.10440  -0.66937  -4.69613
C  0.27622  1.57814  -3.19372
C  -0.92041  2.13812  -3.63212
C  -0.92613  3.40976  -4.18890
C  0.25618  4.12308  -4.31938
C  1.45527  3.56124  -3.90520
C  1.46637  2.29295  -3.34600
H  -1.66357  -0.70706  -3.85899
H  -1.17496  -2.08266  -2.91557
H  -3.34179  -1.45383  -2.02223
H  -2.89970  0.24940  -1.90235
H  -4.78345  -0.45416  -0.39830
H  -6.49793  0.65328  0.94942
H  -5.95822  1.52641  3.19050
H  -3.67830  1.27789  4.09793
H  -1.92529  0.18127  2.74812
H  -3.55237  -2.55820  1.99969
H  -4.19543  -4.90935  2.31215
H  -3.43327  -6.63182  0.71746
H  -1.98935  -6.00227  -1.18349
H  -1.25393  -3.69015  -1.46313
H  0.82823  -3.12631  -2.72133
H  1.97394  -4.51587  -4.37718
H  3.22546  -3.46900  -6.23252
H  3.29294  -1.01359  -6.44085
H  2.11750  0.40399  -4.82833
H  -1.85930  1.60548  -3.54369
H  -1.85608  3.83842  -4.53222
H  0.24521  5.10818  -4.76341
H  2.38079  4.10490  -4.03107
H  2.41271  1.84401  -3.06107
S  4.38687  -2.48893  -1.78172
C  4.61149  -0.83352  -2.05349
C  3.65170  -0.06049  -1.46115
C  2.68065  -0.81310  -0.73418
C  2.97884  -2.15875  -0.85637
C  2.18939  -3.16294  -0.20574
C  2.50192  -4.51925  -0.19002
C  1.74734  -5.37932  0.58139
C  0.69224  -4.86107  1.32492
C  0.41442  -3.51815  1.23156
N  1.11921  -2.66271  0.46389
H  5.44993  -0.49644  -2.63748
H  3.67375  1.00719  -1.56710
H  3.35293  -4.87795  -0.74993
H  1.98550  -6.43258  0.61763
H  0.07788  -5.48899  1.95054
H  -0.41877  -3.10130  1.77406
C  0.00944  1.94378  3.74692
C  -0.48804  2.81853  2.60191
C  -0.40323  4.27115  3.09230
P  0.37286  2.49738  0.97331
C  1.98959  3.41149  1.11137
C  3.01434  2.88640  0.12126
C  1.93399  4.93403  0.93822
C  -0.64376  3.33253  -0.33952
C  -1.82358  2.43676  -0.67497
C  -1.19195  4.73901  -0.07480
H  -0.49533  2.24840  4.66174
H  1.07874  2.08255  3.91357
H  -0.19430  0.89121  3.59123
H  -1.53752  2.58013  2.38802
H  0.61153  4.52127  3.39505
H  -1.02700  4.35468  3.98171
H  -0.75235  5.01016  2.38189
H  2.32955  3.17731  2.12844
H  2.72191  3.13543  -0.90362
H  3.15239  1.81309  0.19853
H  3.98696  3.34103  0.30648
H  1.68582  5.19033  -0.09087
H  2.92900  5.33151  1.13610
H  1.24362  5.44198  1.60104
H  0.03337  3.37395  -1.20415
H  -2.51336  2.34591  0.16710
H  -1.47503  1.43921  -0.94749
H  -2.37670  2.83993  -1.52140
H  -1.92512  4.73154  0.72951
H  -1.71476  5.06514  -0.97465
H  -0.43131  5.47835  0.14243

The LUMO energy comes out at -9.71 eV. The charge is +3. For the HOMO-LUMO gap, the calculation gives 5.747 eV. The energy above the lowest of the compared OMol25 structures with the same formula, charge and spin comes out at 0.0 kJ/mol. As for the spin multiplicity: 1. The value obtained for the total energy is -7750.3789 a.u.

Mulliken atomic charge list, values in e, 99 entries:
1 Ta 0.387
2 O 0.921
3 N 0.323
4 C -0.313
5 C -0.981
6 C -0.498
7 C -0.991
8 C 0.918
9 S -0.448
10 H 0.578
11 H 0.527
12 H 0.464
13 H 0.604
14 C -1.936
15 C -1.351
16 As 2.700
17 C 0.115
18 C -1.066
19 C -0.942
20 C -0.685
21 C -0.735
22 C -0.561
23 C 0.280
24 C -0.309
25 C -0.879
26 C -0.702
27 C -0.944
28 C -0.290
29 As 1.703
30 C 0.978
31 C -0.018
32 C -1.149
33 C -0.845
34 C -0.919
35 C -0.557
36 C 0.598
37 C -1.056
38 C -0.756
39 C -0.928
40 C -1.391
41 C -0.545
42 H 0.801
43 H 0.988
44 H 0.905
45 H 0.605
46 H 0.483
47 H 0.465
48 H 0.451
49 H 0.508
50 H 0.723
51 H 0.537
52 H 0.508
53 H 0.448
54 H 0.511
55 H 0.104
56 H 0.211
57 H 0.500
58 H 0.456
59 H 0.498
60 H 0.455
61 H 0.442
62 H 0.519
63 H 0.456
64 H 0.483
65 H 0.665
66 S -0.163
67 C -1.043
68 C -0.540
69 C -0.247
70 C 1.165
71 C 1.025
72 C -1.225
73 C -1.128
74 C -1.418
75 C -0.301
76 N 0.880
77 H 0.543
78 H 0.498
79 H 0.621
80 H 0.506
81 H 0.600
82 H 0.544
83 C -1.185
84 C 1.032
85 C -1.955
86 P 0.876
87 C 0.578
88 C -0.856
89 C -1.868
90 C 1.805
91 C -1.593
92 C -1.934
93 H 0.652
94 H 0.369
95 H -0.282
96 H -0.105
97 H 0.372
98 H 0.543
99 H 0.381